[1]
The following is a quantum chemistry calculation of one molecule with the formula C4H7FO2 in a non-equilibrium geometry, from OMol25.

The relative energy (zero: lowest compared OMol25 entry of this formula, charge and spin) comes out at 46.3 kcal/mol. As for the SMILES: CO/C(=C\F)CO. Its HOMO energy is -0.3345 hartree.

Geometry as ORCA input:
```
! RIJCOSX wB97M-V def2-TZVPD def2/J DEFGRID3
* xyz 0 1
C 1.210 1.594 -0.109
O 0.052 0.954 0.289
C 0.000 -0.406 0.152
C 0.918 -1.343 -0.045
F 2.224 -1.130 -0.233
C -1.463 -0.793 0.366
O -2.290 -0.138 -0.612
H 2.055 1.016 0.230
H 1.107 2.651 0.264
H 1.173 1.673 -1.243
H 0.660 -2.381 -0.174
H -1.602 -1.871 0.131
H -1.820 -0.613 1.377
H -2.222 0.790 -0.393
*
```

***

[2]
The following is a quantum chemistry calculation of C32H51N8RbS as an isolated structure, from OMol25.

The relative energy (zero: lowest compared OMol25 entry of this formula, charge and spin) comes out at 17.9 kcal/mol. Its HOMO energy is -0.2528 hartree.

Geometry as ORCA input:
```
! RIJCOSX wB97M-V def2-TZVPD def2/J DEFGRID3
* xyz 0 1
Rb 0.504 0.746 -0.080
C 2.063 0.463 3.667
C 2.073 1.656 2.740
C 3.057 1.747 1.750
C 4.180 0.738 1.727
C 2.987 2.762 0.790
C 3.964 2.765 -0.364
C 1.989 3.742 0.874
C 1.971 4.875 -0.128
C 1.035 3.679 1.897
C -0.059 4.718 2.006
C 1.089 2.645 2.840
C 0.118 2.616 3.998
H 2.726 0.608 4.526
H 2.392 -0.433 3.142
H 1.064 0.262 4.049
H 5.073 1.147 1.259
H 3.891 -0.169 1.186
H 4.453 0.442 2.738
H 4.873 3.324 -0.128
H 3.522 3.207 -1.255
H 4.259 1.749 -0.623
H 2.975 5.108 -0.474
H 1.568 5.788 0.303
H 1.370 4.627 -1.010
H 0.187 5.481 2.750
H -1.004 4.266 2.308
H -0.232 5.237 1.065
H -0.239 3.613 4.246
H 0.593 2.214 4.891
H -0.757 1.992 3.792
S 2.157 -2.039 -0.171
C 1.011 -2.700 0.931
N 1.148 -3.840 1.510
N 0.120 -4.243 2.406
C -0.884 -5.087 1.871
C -1.038 -5.297 0.506
C -2.086 -6.081 0.041
C -2.983 -6.667 0.922
C -2.818 -6.465 2.288
C -1.779 -5.681 2.759
N -0.052 -1.781 1.240
N -1.181 -2.285 1.242
C -2.238 -1.407 1.641
C -2.074 -0.081 2.055
C -3.179 0.641 2.469
C -4.447 0.066 2.459
C -4.608 -1.244 2.034
C -3.501 -1.981 1.632
H 0.599 -4.723 3.158
H -0.341 -4.842 -0.183
H -2.195 -6.234 -1.026
H -3.797 -7.277 0.553
H -3.506 -6.917 2.991
H -1.665 -5.503 3.823
H -1.102 0.396 2.042
H -3.058 1.666 2.801
H -5.303 0.641 2.788
H -5.591 -1.696 2.028
H -3.585 -3.016 1.321
N -1.723 2.831 -0.405
C -2.140 3.018 -1.799
C -3.030 1.893 -2.320
C -2.346 0.578 -2.685
N -1.941 -0.200 -1.517
H -2.533 2.627 0.171
H -1.311 3.684 -0.045
H -1.241 3.079 -2.420
H -2.683 3.962 -1.938
H -3.520 2.264 -3.224
H -3.834 1.701 -1.599
H -1.443 0.787 -3.266
H -3.022 0.020 -3.345
H -1.379 -0.994 -1.811
H -2.745 -0.566 -1.020
C 1.022 -2.313 -4.094
C 1.638 -0.923 -4.226
C 3.162 -1.046 -4.334
C 1.072 -0.211 -5.450
N 1.228 -0.203 -3.003
N 1.678 1.144 -2.872
H 1.280 -2.930 -4.955
H -0.066 -2.235 -4.033
H 1.383 -2.805 -3.188
H 3.436 -1.657 -5.195
H 3.565 -1.521 -3.436
H 3.643 -0.074 -4.468
H 1.311 -0.774 -6.353
H 1.493 0.789 -5.569
H -0.015 -0.129 -5.374
H 1.600 -0.723 -2.206
H 1.104 1.725 -3.470
H 2.647 1.262 -3.165
*
```

***

[3]
The following is a quantum chemistry calculation of one molecule with the formula C3H6N2S in a non-equilibrium geometry, from OMol25.

The relative energy (zero: lowest compared OMol25 entry of this formula, charge and spin) comes out at 96.4 kcal/mol. As for the SMILES: N/C=C\C=N/S. Its HOMO energy is -0.3029 hartree.

Geometry as ORCA input:
```
! RIJCOSX wB97M-V def2-TZVPD def2/J DEFGRID3
* xyz 0 1
N 0.248 1.971 -0.147
C 1.033 1.288 0.710
C 1.126 -0.121 0.679
C 1.028 -0.863 -0.531
N -0.088 -1.235 -1.029
S -1.483 -0.714 0.034
H -0.060 1.813 -1.058
H -0.171 3.047 0.172
H 1.262 1.881 1.739
H 1.625 -0.839 1.510
H 1.807 -1.278 -1.113
H -0.978 -0.175 1.283
*
```

***

[4]
The following is a quantum chemistry calculation of C17H31BBr5IN4O3P as an isolated structure in a non-equilibrium geometry, from OMol25.

Its HOMO energy is -0.4006 hartree.

Geometry as ORCA input:
```
! RIJCOSX wB97M-V def2-TZVPD def2/J DEFGRID3
* xyz 1 1
C -1.982 -2.844 -1.678
C -1.403 -1.857 -0.636
P 0.320 -1.460 -1.150
C 0.477 -1.442 -2.988
C 1.119 -2.767 -3.455
N 0.919 0.065 -0.481
C 0.187 1.172 -0.929
N 0.497 1.952 -1.891
C 1.717 1.830 -2.682
N -0.915 1.292 -0.094
C -2.012 2.158 -0.408
Br -2.518 3.563 0.778
C -2.748 2.036 -1.505
C -3.931 2.893 -1.827
Br -2.381 0.729 -2.821
C -0.287 1.340 1.220
O -1.166 1.159 2.233
I 0.707 3.218 1.753
C 0.895 0.255 1.001
C 0.587 -0.920 1.937
C 1.534 -2.123 1.937
O 2.655 -2.113 2.382
Br 0.854 -3.866 1.295
B 2.391 0.848 1.317
O 2.965 0.743 2.550
N 3.189 1.404 0.221
C 3.979 0.239 -0.290
C 4.166 2.397 0.699
H -2.374 -2.345 -2.550
H -1.185 -3.519 -1.969
H -2.730 -3.448 -1.191
H -1.445 -2.369 0.314
H -2.087 -1.013 -0.582
H -0.498 -1.358 -3.450
H 1.082 -0.616 -3.333
H 1.648 -3.251 -2.648
H 1.734 -2.621 -4.330
H 0.315 -3.427 -3.755
H -0.119 2.727 -2.097
H 2.311 2.728 -2.585
H 1.436 1.727 -3.720
H 2.298 0.994 -2.350
H -3.693 3.943 -1.795
H -4.693 2.641 -1.101
H -4.334 2.595 -2.780
H -1.885 0.545 1.988
H 0.681 -0.517 2.937
H -0.425 -1.294 1.859
H 2.347 0.960 3.253
H 3.396 -0.357 -0.982
H 4.897 0.580 -0.740
H 4.276 -0.418 0.528
H 4.695 2.772 -0.172
H 4.918 1.960 1.347
H 3.695 3.252 1.158
Br -2.426 -3.452 3.564
C -2.319 -1.623 4.221
C -3.646 -0.925 4.131
Br -4.031 -0.416 2.283
H -1.555 -1.121 3.643
H -1.991 -1.706 5.255
H -3.632 0.007 4.691
H -4.474 -1.538 4.467
*
```

***

[5]
The following is a quantum chemistry calculation of one molecule with the formula C9H14N2O7 in a non-equilibrium geometry, from OMol25.

The relative energy (zero: lowest compared OMol25 entry of this formula, charge and spin) comes out at 13.9 kcal/mol. As for the SMILES: N[C@@H](CCC(=O)O)C(=O)N[C@@H](CC(=O)O)C(=O)O. Its HOMO energy is -0.3503 hartree.

Geometry as ORCA input:
```
! RIJCOSX wB97M-V def2-TZVPD def2/J DEFGRID3
* xyz 0 1
N 2.527 1.589 -1.099
C 1.177 1.065 -1.092
C 0.872 0.584 -2.510
C -0.560 0.189 -2.652
C -1.577 1.251 -2.392
O -2.031 1.491 -1.277
O -1.894 1.909 -3.488
C 1.069 -0.049 -0.040
O 2.005 -0.783 0.211
N -0.181 -0.173 0.473
C -0.485 -1.155 1.500
C -0.298 -0.614 2.941
C 1.192 -0.594 3.333
O 1.925 0.369 3.315
O 1.585 -1.891 3.525
C -1.941 -1.581 1.369
O -2.371 -2.364 2.176
O -2.646 -1.059 0.340
H 3.183 0.804 -1.284
H 2.758 1.770 -0.155
H 0.515 1.884 -0.735
H 1.098 1.395 -3.237
H 1.492 -0.296 -2.760
H -0.838 -0.704 -2.008
H -0.770 -0.117 -3.712
H -2.593 2.509 -3.183
H -0.844 0.603 0.314
H 0.186 -2.014 1.331
H -0.834 -1.217 3.668
H -0.705 0.415 2.957
H 2.556 -1.817 3.735
H -3.572 -1.401 0.438
*
```

***

[6]
The following is a quantum chemistry calculation of a 10-piece molecular cluster, C7H31O10 overall in a non-equilibrium geometry, from OMol25.

The relative energy (zero: lowest compared OMol25 entry of this formula, charge and spin) comes out at 46.1 kcal/mol. Its HOMO energy is -0.2504 hartree.

Geometry as ORCA input:
```
! RIJCOSX wB97M-V def2-TZVPD def2/J DEFGRID3
* xyz -1 1
C 1.310 -0.294 1.730
O 2.472 -1.116 1.522
C 0.391 -0.226 0.524
C -0.073 -1.665 0.133
C 0.663 -2.226 -1.088
C 0.826 -0.037 -4.391
C 1.149 -1.029 -3.311
C 0.389 -1.336 -2.273
H 1.715 0.758 1.793
H 0.836 -0.520 2.689
H 0.792 0.255 -0.348
H -0.486 0.312 0.835
H -1.158 -1.616 -0.127
H 0.131 -2.362 0.950
H 2.726 -1.120 0.594
H 1.747 -2.314 -0.909
H 1.582 0.751 -4.292
H -0.145 0.420 -4.144
H 0.961 -0.465 -5.366
H 2.223 -1.280 -3.239
H -0.568 -0.805 -2.131
H 0.868 3.254 1.282
H -0.552 3.425 1.991
O 0.424 3.302 2.149
H 0.579 -2.950 3.181
H -0.546 -1.902 3.554
O -0.181 -2.766 3.754
H -2.906 -0.479 0.769
H -3.742 0.200 -0.372
O -3.728 -0.018 0.580
H -1.988 1.211 -1.531
H -1.298 2.909 -2.108
O -1.115 2.254 -1.421
H -0.102 1.903 3.025
H -1.357 0.999 3.096
O -0.435 1.041 3.379
H 0.323 -3.241 -1.340
H -2.598 0.450 -2.790
O -2.783 0.512 -1.848
H 1.833 -4.249 1.634
H 2.126 -2.678 1.820
O 2.284 -3.610 2.195
H -1.528 2.610 -0.221
H -2.617 2.696 1.105
O -1.791 3.051 0.767
H 1.911 2.467 -0.494
H 0.313 2.506 -0.809
O 1.125 3.017 -0.499
*
```

***

Q: Number 5 is which compound?
A: C9H14N2O7

***

Repeat the second record exactly.
The following is a quantum chemistry calculation of C32H51N8RbS as an isolated structure, from OMol25.

The relative energy (zero: lowest compared OMol25 entry of this formula, charge and spin) comes out at 17.9 kcal/mol. Its HOMO energy is -0.2528 hartree.

Geometry as ORCA input:
```
! RIJCOSX wB97M-V def2-TZVPD def2/J DEFGRID3
* xyz 0 1
Rb 0.504 0.746 -0.080
C 2.063 0.463 3.667
C 2.073 1.656 2.740
C 3.057 1.747 1.750
C 4.180 0.738 1.727
C 2.987 2.762 0.790
C 3.964 2.765 -0.364
C 1.989 3.742 0.874
C 1.971 4.875 -0.128
C 1.035 3.679 1.897
C -0.059 4.718 2.006
C 1.089 2.645 2.840
C 0.118 2.616 3.998
H 2.726 0.608 4.526
H 2.392 -0.433 3.142
H 1.064 0.262 4.049
H 5.073 1.147 1.259
H 3.891 -0.169 1.186
H 4.453 0.442 2.738
H 4.873 3.324 -0.128
H 3.522 3.207 -1.255
H 4.259 1.749 -0.623
H 2.975 5.108 -0.474
H 1.568 5.788 0.303
H 1.370 4.627 -1.010
H 0.187 5.481 2.750
H -1.004 4.266 2.308
H -0.232 5.237 1.065
H -0.239 3.613 4.246
H 0.593 2.214 4.891
H -0.757 1.992 3.792
S 2.157 -2.039 -0.171
C 1.011 -2.700 0.931
N 1.148 -3.840 1.510
N 0.120 -4.243 2.406
C -0.884 -5.087 1.871
C -1.038 -5.297 0.506
C -2.086 -6.081 0.041
C -2.983 -6.667 0.922
C -2.818 -6.465 2.288
C -1.779 -5.681 2.759
N -0.052 -1.781 1.240
N -1.181 -2.285 1.242
C -2.238 -1.407 1.641
C -2.074 -0.081 2.055
C -3.179 0.641 2.469
C -4.447 0.066 2.459
C -4.608 -1.244 2.034
C -3.501 -1.981 1.632
H 0.599 -4.723 3.158
H -0.341 -4.842 -0.183
H -2.195 -6.234 -1.026
H -3.797 -7.277 0.553
H -3.506 -6.917 2.991
H -1.665 -5.503 3.823
H -1.102 0.396 2.042
H -3.058 1.666 2.801
H -5.303 0.641 2.788
H -5.591 -1.696 2.028
H -3.585 -3.016 1.321
N -1.723 2.831 -0.405
C -2.140 3.018 -1.799
C -3.030 1.893 -2.320
C -2.346 0.578 -2.685
N -1.941 -0.200 -1.517
H -2.533 2.627 0.171
H -1.311 3.684 -0.045
H -1.241 3.079 -2.420
H -2.683 3.962 -1.938
H -3.520 2.264 -3.224
H -3.834 1.701 -1.599
H -1.443 0.787 -3.266
H -3.022 0.020 -3.345
H -1.379 -0.994 -1.811
H -2.745 -0.566 -1.020
C 1.022 -2.313 -4.094
C 1.638 -0.923 -4.226
C 3.162 -1.046 -4.334
C 1.072 -0.211 -5.450
N 1.228 -0.203 -3.003
N 1.678 1.144 -2.872
H 1.280 -2.930 -4.955
H -0.066 -2.235 -4.033
H 1.383 -2.805 -3.188
H 3.436 -1.657 -5.195
H 3.565 -1.521 -3.436
H 3.643 -0.074 -4.468
H 1.311 -0.774 -6.353
H 1.493 0.789 -5.569
H -0.015 -0.129 -5.374
H 1.600 -0.723 -2.206
H 1.104 1.725 -3.470
H 2.647 1.262 -3.165
*
```

***

Q: What is the HOMO energy in the sixth record?
A: -0.2504 hartree